# 1
22
Properties=species:S:1:pos:R:3 method="wB97M-V/def2-TZVPD" homo_lumo_gap_ev=9.05 homo_ev=-8.42 e_lumo_ev=0.635 fmax_ev_per_a=3.9 de_lowest_kj_mol=305.2
C 1.0507 -2.1791 0.2676
C 1.7018 -1.0752 -0.0735
O 2.8569 -0.9987 -0.8073
C 1.1846 0.2229 0.5250
C 0.5298 1.0136 -0.4967
C -0.3997 2.1144 0.1637
C -1.8691 1.6022 0.1927
N -1.8179 0.2104 0.4258
C -1.9613 -0.8171 -0.1823
N -1.7634 -2.0150 -0.2523
H 1.3724 -3.0958 -0.0968
H 0.1707 -2.1678 0.8548
H 2.9189 -1.9363 -1.0929
H 1.9515 0.8274 1.1325
H 0.4440 0.0388 1.2616
H -0.1329 0.5112 -1.2422
H 1.3696 1.3584 -1.1183
H -0.0101 2.3173 1.1594
H -0.4747 3.0458 -0.3805
H -2.4102 2.1488 0.9959
H -2.3526 1.7013 -0.8303
H -2.3589 -2.8275 -0.4059

---

# 2
22
Properties=species:S:1:pos:R:3 method="wB97M-V/def2-TZVPD" homo_lumo_gap_ev=9.33 homo_ev=-8.56 e_lumo_ev=0.765 fmax_ev_per_a=4.6 de_lowest_kj_mol=370.2
H -2.1957 1.9669 0.9048
N -1.2401 1.6953 0.6029
C -0.9415 0.5398 0.1213
O -1.6826 -0.5696 -0.1166
C -3.0348 -0.7079 -0.0613
C 0.5329 0.1809 -0.1928
N 1.4579 1.1942 -0.1705
C 1.3413 2.4169 0.0724
C 0.6733 -0.9175 -1.2818
C 0.9570 -1.1478 0.1849
C 2.4343 -1.2760 0.7099
H -3.6091 -0.1571 0.8053
H -3.2456 -1.7223 -0.0314
H -3.5262 -0.2432 -0.9017
H 2.2812 3.0235 0.1040
H 0.3869 2.9498 0.0229
H 1.3977 -0.5424 -1.9905
H -0.2949 -1.0986 -1.6196
H 0.0511 -1.6426 0.5072
H 2.4463 -2.1724 1.3311
H 2.8451 -0.3759 1.2313
H 2.9655 -1.3942 -0.2317

---

# 3
22
Properties=species:S:1:pos:R:3 method="wB97M-V/def2-TZVPD" homo_lumo_gap_ev=9.75 homo_ev=-9.25 e_lumo_ev=0.500 fmax_ev_per_a=5.5 de_lowest_kj_mol=357.9
H 0.6146 0.3328 0.6024
N -0.2309 0.9377 0.0496
C -0.9057 -0.0452 -0.3460
O -0.1420 -1.2742 0.2018
C -2.3696 -0.1593 -0.3558
C -3.3369 0.8780 -0.9143
C -4.2079 -0.2979 -1.4718
C -5.6721 -0.3816 -1.0775
C -6.5000 0.7577 -1.6631
C -3.2238 -1.2880 -0.8407
N -3.1335 -0.9951 0.5855
H -0.5625 -2.0662 -0.1526
H -2.8906 1.5008 -1.6969
H -3.8064 1.5153 -0.1525
H -4.1074 -0.3392 -2.5660
H -5.7480 -0.3758 0.0207
H -6.0764 -1.3486 -1.4177
H -7.5550 0.6760 -1.3672
H -6.1290 1.7338 -1.3163
H -6.4555 0.7534 -2.7627
H -2.9262 -2.2659 -1.2227
H -2.5083 -1.6724 1.0247